The following is a DFT calculation (ωB97M-V with the def2-TZVPD basis set) of a 16-piece molecular cluster, C64H160O32 overall in a non-equilibrium geometry.

## Properties
LUMO (eV): 0.503
ΔE to the lowest compared entry with this formula, charge and spin (kcal per mole): 80.27
HOMO-LUMO gap (eV): 9.28
HOMO level (eV): -8.8

Element x y z (Å)
C1 2.242 4.824 3.713
O1 1.626 5.869 4.485
C2 0.216 5.608 4.791
C3 -0.660 6.665 4.108
O2 -0.046 7.894 4.456
C4 -0.864 9.021 4.174
H1 2.025 4.901 2.648
H2 1.916 3.866 4.117
H3 3.301 5.066 3.797
H4 0.042 5.684 5.865
H5 -0.156 4.613 4.549
H6 -1.711 6.523 4.359
H7 -0.457 6.483 3.053
H8 -1.609 9.276 4.927
H9 -1.383 8.892 3.224
H10 -0.198 9.866 4.000
C5 2.587 8.911 -3.935
O3 2.251 7.598 -3.529
C6 2.964 7.001 -2.448
C7 3.234 5.502 -2.629
O4 2.079 4.642 -2.527
C8 2.252 3.317 -3.021
H11 3.543 8.961 -4.455
H12 2.600 9.589 -3.082
H13 1.886 9.313 -4.667
H14 2.487 7.089 -1.472
H15 3.880 7.512 -2.150
H16 3.999 5.170 -1.928
H17 3.600 5.395 -3.650
H18 2.173 3.417 -4.104
H19 1.400 2.816 -2.561
H20 3.180 2.802 -2.772
C9 -4.083 7.013 2.459
O5 -2.923 6.200 2.440
C10 -2.841 5.359 1.275
C11 -1.848 4.256 1.401
O6 -0.545 4.750 1.559
C12 0.147 5.097 0.381
H21 -4.283 7.428 1.471
H22 -4.053 7.887 3.110
H23 -4.920 6.464 2.888
H24 -2.512 5.941 0.415
H25 -3.784 4.929 0.936
H26 -1.891 3.660 0.489
H27 -2.119 3.609 2.235
H28 -0.302 5.934 -0.154
H29 0.320 4.322 -0.365
H30 1.126 5.448 0.705
C13 -5.310 3.079 3.207
O7 -5.622 1.752 2.790
C14 -4.786 1.162 1.832
C15 -5.061 1.556 0.345
O8 -4.728 2.936 0.015
C16 -4.950 3.349 -1.327
H31 -4.350 3.185 3.713
H32 -5.997 3.310 4.021
H33 -5.502 3.734 2.357
H34 -4.805 0.072 1.850
H35 -3.764 1.453 2.077
H36 -6.091 1.357 0.050
H37 -4.537 0.878 -0.329
H38 -4.590 4.355 -1.542
H39 -6.029 3.310 -1.477
H40 -4.560 2.574 -1.987
C17 -0.549 -3.645 -3.667
O9 0.509 -4.552 -3.910
C18 1.671 -4.024 -4.597
C19 2.763 -3.385 -3.659
O10 3.846 -4.273 -3.486
C20 4.692 -3.803 -2.486
H41 -0.877 -3.185 -4.599
H42 -0.278 -2.850 -2.973
H43 -1.417 -4.167 -3.264
H44 1.370 -3.332 -5.384
H45 2.165 -4.822 -5.151
H46 2.317 -3.175 -2.686
H47 3.115 -2.449 -4.093
H48 5.513 -3.182 -2.845
H49 5.194 -4.639 -2.000
H50 4.336 -3.197 -1.652
C21 2.252 -0.888 6.372
O11 3.284 -0.854 5.355
C22 3.098 0.053 4.251
C23 4.338 -0.091 3.382
O12 4.578 -1.480 2.935
C24 5.665 -1.533 1.969
H51 2.531 -1.543 7.197
H52 1.381 -1.354 5.913
H53 2.083 0.112 6.770
H54 2.999 1.090 4.571
H55 2.179 -0.237 3.743
H56 5.208 0.279 3.926
H57 4.235 0.655 2.593
H58 5.265 -1.251 0.995
H59 6.175 -2.487 1.835
H60 6.393 -0.789 2.293
C25 -0.325 2.337 6.438
O13 0.194 2.157 5.165
C26 -0.837 1.914 4.201
C27 -1.091 0.401 4.175
O14 -1.934 -0.139 5.155
C28 -3.317 0.172 5.075
H61 -0.706 3.355 6.523
H62 0.509 2.336 7.139
H63 -0.971 1.568 6.862
H64 -0.608 2.394 3.249
H65 -1.725 2.463 4.516
H66 -0.207 -0.237 4.193
H67 -1.519 0.210 3.191
H68 -3.652 -0.263 4.134
H69 -3.461 1.232 5.283
H70 -3.805 -0.400 5.864
C29 1.863 -3.889 -8.786
O15 2.755 -2.782 -8.630
C30 2.214 -1.459 -8.694
C31 1.530 -0.988 -7.462
O16 2.422 -0.824 -6.344
C32 1.745 -0.213 -5.262
H71 1.067 -3.956 -8.044
H72 2.445 -4.807 -8.863
H73 1.377 -3.881 -9.761
H74 1.495 -1.451 -9.512
H75 3.056 -0.795 -8.891
H76 0.701 -1.621 -7.145
H77 1.243 0.027 -7.735
H78 0.730 -0.609 -5.238
H79 1.696 0.860 -5.448
H80 2.210 -0.388 -4.291
C33 2.829 -4.307 8.713
O17 3.301 -4.814 7.477
C34 2.772 -6.054 7.021
C35 3.289 -6.453 5.689
O18 2.835 -5.609 4.641
C36 3.343 -4.313 4.660
H81 1.739 -4.289 8.678
H82 3.290 -3.340 8.915
H83 3.107 -5.023 9.487
H84 1.689 -5.984 6.925
H85 2.927 -6.869 7.727
H86 2.975 -7.482 5.512
H87 4.353 -6.689 5.705
H88 3.004 -3.793 3.765
H89 4.433 -4.341 4.633
H90 3.009 -3.659 5.466
C37 4.140 -0.170 -1.607
O19 5.349 0.519 -2.060
C38 6.106 1.161 -1.075
C39 5.378 2.378 -0.505
O20 4.395 1.950 0.463
C40 3.373 3.017 0.814
H91 3.326 0.498 -1.329
H92 4.313 -0.772 -0.715
H93 3.781 -0.869 -2.363
H94 6.982 1.576 -1.573
H95 6.457 0.476 -0.304
H96 4.990 3.004 -1.309
H97 6.118 2.984 0.018
H98 3.931 3.950 0.899
H99 2.831 2.810 1.737
H100 2.677 3.263 0.012
C41 -6.139 -2.938 3.779
O21 -5.803 -3.021 2.402
C42 -4.452 -3.190 2.154
C43 -4.219 -3.104 0.620
O22 -4.576 -1.825 0.091
C44 -4.538 -1.709 -1.365
H101 -5.691 -2.093 4.301
H102 -5.832 -3.818 4.345
H103 -7.216 -2.867 3.931
H104 -4.122 -4.202 2.387
H105 -3.916 -2.469 2.771
H106 -4.725 -3.915 0.096
H107 -3.165 -3.325 0.453
H108 -3.555 -1.731 -1.835
H109 -5.082 -0.820 -1.685
H110 -5.179 -2.513 -1.727
C45 -2.422 1.049 -4.357
O23 -3.246 -0.119 -4.426
C46 -3.365 -0.745 -5.660
C47 -4.198 -2.020 -5.416
O24 -3.698 -2.879 -4.417
C48 -4.379 -4.094 -4.163
H111 -1.380 0.808 -4.566
H112 -2.455 1.549 -3.389
H113 -2.802 1.692 -5.151
H114 -2.354 -0.976 -5.997
H115 -3.718 -0.094 -6.460
H116 -4.319 -2.585 -6.340
H117 -5.177 -1.768 -5.007
H118 -4.048 -4.916 -4.797
H119 -5.456 -3.952 -4.254
H120 -4.277 -4.313 -3.100
C49 -1.919 4.917 -3.051
O25 -2.543 4.738 -4.258
C50 -3.724 5.537 -4.416
C51 -4.287 5.275 -5.842
O26 -3.395 5.765 -6.891
C52 -3.828 5.407 -8.225
H121 -0.913 4.545 -3.246
H122 -2.409 4.435 -2.205
H123 -1.793 5.976 -2.824
H124 -3.591 6.612 -4.290
H125 -4.391 5.204 -3.620
H126 -5.287 5.675 -6.008
H127 -4.487 4.213 -5.981
H128 -3.728 4.328 -8.342
H129 -3.128 5.896 -8.902
H130 -4.811 5.776 -8.518
C53 -2.322 -6.026 -0.853
O27 -1.984 -5.437 0.410
C54 -1.861 -6.288 1.555
C55 -0.991 -5.550 2.564
O28 -1.440 -4.171 2.984
C56 -0.348 -3.479 3.611
H131 -3.300 -6.498 -0.757
H132 -1.563 -6.688 -1.269
H133 -2.356 -5.269 -1.636
H134 -1.414 -7.211 1.188
H135 -2.841 -6.487 1.990
H136 0.011 -5.485 2.140
H137 -0.893 -6.076 3.514
H138 0.508 -3.282 2.966
H139 0.121 -3.987 4.454
H140 -0.585 -2.448 3.872
C57 2.339 -7.261 -2.340
O29 1.627 -8.185 -1.462
C58 1.347 -7.736 -0.082
C59 2.630 -7.355 0.797
O30 3.334 -6.252 0.280
C60 4.556 -5.996 1.000
H141 3.312 -7.107 -1.872
H142 1.780 -6.326 -2.387
H143 2.422 -7.805 -3.280
H144 0.787 -8.483 0.480
H145 0.708 -6.857 -0.164
H146 3.367 -8.138 0.976
H147 2.277 -7.023 1.773
H148 5.165 -5.295 0.430
H149 5.167 -6.885 1.159
H150 4.380 -5.498 1.954
C61 0.697 0.916 -0.364
O31 -0.382 0.586 0.474
C62 -0.556 -0.859 0.724
C63 -0.341 -1.858 -0.415
O32 0.978 -2.014 -0.813
C64 1.812 -2.727 0.116
H151 0.752 0.515 -1.377
H152 1.638 0.736 0.155
H153 0.667 1.993 -0.530
H154 -1.491 -0.937 1.279
H155 0.077 -0.987 1.603
H156 -0.940 -1.457 -1.232
H157 -0.741 -2.861 -0.271
H158 2.818 -2.749 -0.301
H159 1.559 -3.777 0.265
H160 1.877 -2.261 1.099

Atom charges from the Mulliken analysis, given in e for atoms 1 to 2: C 0.2200; O -0.5075